Computed, not measured: CH4ClNO in the gas phase in a non-equilibrium geometry, with wB97M-V/def2-TZVPD.

total energy: -630.66220 Ha
structure (SMILES): N[C@@H](O)Cl
HOMO energy: -9.801 eV
energy relative to the best compared isomer or geometry (same formula, charge and spin): 125.6 kJ/mol
frontier orbital gap: 10.62 eV
F_max: 5.69 eV Å⁻¹

Geometry as XYZ:
```
8
CH4ClNO wB97M-V/def2-TZVPD
N 0.881 0.663 0.199
C -0.058 -0.114 -0.251
O 0.033 -1.334 0.287
Cl -1.901 0.454 0.158
H 0.869 1.562 -0.252
H 1.156 0.493 1.176
H -0.108 0.027 -1.556
H -0.873 -1.750 0.239
```

Mulliken population analysis, charges in e, atoms 1 to 2: -0.341 0.071

Computed, not measured: C5H9NO in the gas phase in a non-equilibrium geometry, with wB97M-V/def2-TZVPD.

total energy: -325.87375 Ha
structure (SMILES): COC[C@@H](C)C#N
HOMO energy: -10.453 eV
energy relative to the best compared isomer or geometry (same formula, charge and spin): 167.5 kJ/mol
frontier orbital gap: 11.24 eV
F_max: 1.71 eV Å⁻¹

Geometry as XYZ:
```
16
C5H9NO wB97M-V/def2-TZVPD
C -2.539 0.159 -0.094
O -1.257 -0.046 0.437
C -0.257 0.389 -0.439
C 1.068 0.098 0.233
C 1.456 -1.368 0.368
C 2.149 0.872 -0.370
N 3.042 1.603 -0.346
H -3.256 -0.196 0.648
H -2.665 -0.405 -1.030
H -2.722 1.225 -0.301
H -0.337 1.475 -0.619
H -0.312 -0.122 -1.416
H 1.024 0.555 1.230
H 2.414 -1.438 0.893
H 0.694 -1.897 0.944
H 1.570 -1.830 -0.619
```

Mulliken population analysis, charges in e, atoms 1 to 2: -0.727 -0.312

Computed, not measured: a molecular structure, C10H20F4InNO3P in a non-equilibrium geometry, with wB97M-V/def2-TZVPD.

total energy: -1604.22409 Ha
total charge: -1
HOMO energy: -3.983 eV
frontier orbital gap: 6.35 eV
F_max: 4.93 eV Å⁻¹

Geometry as XYZ:
```
40
C10H20F4InNO3P wB97M-V/def2-TZVPD
C 4.800 -1.415 0.694
C 3.449 -1.129 1.477
P 1.924 -2.021 0.797
C 1.820 -1.926 -1.085
C 1.782 -0.453 -1.700
In -0.052 -0.836 1.920
C -1.847 -2.196 1.862
C -3.137 -1.327 1.216
C -3.377 -1.580 -0.396
O -4.301 -2.141 0.758
C -0.423 1.263 1.141
F -1.621 1.415 0.379
F 0.639 1.769 0.314
C -0.519 2.317 2.350
F 0.760 2.470 2.941
F -0.865 3.611 1.880
H 5.622 -0.813 1.216
H 4.734 -1.055 -0.373
H 5.120 -2.498 0.786
H 3.554 -1.458 2.566
H 3.186 -0.018 1.538
H 0.863 -2.447 -1.415
H 2.710 -2.454 -1.568
H 0.725 -0.068 -1.885
H 2.271 -0.452 -2.737
H 2.397 0.260 -1.076
H 0.459 -0.632 3.654
H -1.630 -3.016 1.120
H -2.203 -2.551 2.871
H -3.321 -0.241 1.623
H -3.165 -2.601 -0.810
H -3.906 -0.739 -0.924
H -1.215 1.967 3.160
C -2.232 3.342 -2.633
N -2.106 2.557 -3.889
O -2.797 1.563 -4.000
O -1.318 2.969 -4.718
H -2.966 2.861 -1.991
H -1.254 3.359 -2.156
H -2.556 4.345 -2.906
```

Mulliken population analysis, charges in e, atoms 1 to 2: -1.036 -0.457

Computed, not measured: 3 unconnected molecules or ions with the total composition C4H8O2S2 in a non-equilibrium geometry, with wB97M-V/def2-TZVPD.

total energy: -1103.87425 Ha
HOMO energy: -8.014 eV
energy relative to the best compared isomer or geometry (same formula, charge and spin): 563.8 kJ/mol
frontier orbital gap: 3.79 eV
F_max: 1.35 eV Å⁻¹

Geometry as XYZ:
```
16
C4H8O2S2 wB97M-V/def2-TZVPD
C 0.216 2.941 -0.303
C -2.098 1.181 -0.737
O -2.387 1.637 0.353
O -1.432 1.593 -1.671
C 0.492 2.213 0.761
S -0.200 -1.337 0.842
S 1.602 -1.475 0.258
C 1.722 -3.110 -0.470
H -0.637 3.597 -0.362
H 0.785 2.953 -1.209
H -2.499 0.119 -0.914
H -0.194 2.205 1.602
H 1.188 1.402 0.724
H 2.731 -3.336 -0.674
H 1.178 -3.112 -1.399
H 1.268 -3.821 0.172
```

Mulliken population analysis, charges in e, atoms 1 to 2: -0.614 0.109

Computed, not measured: 13 unconnected molecules or ions with the total composition C20H59Br2F3N25O13 in a non-equilibrium geometry, with wB97M-V/def2-TZVPD.

total energy: -8592.55910 Ha
total charge: -1
HOMO energy: -2.042 eV
frontier orbital gap: 3.04 eV
F_max: 2.90 eV Å⁻¹

Geometry as XYZ:
```
122
C20H59Br2F3N25O13 wB97M-V/def2-TZVPD
C 7.293 -5.154 5.996
C 7.907 -3.824 6.601
O 8.929 -3.875 7.299
N 7.321 -2.496 6.328
C 8.221 -1.915 5.298
C 5.952 -2.803 5.781
C 4.882 -1.749 6.334
C 3.454 -2.380 6.584
C 2.609 -2.687 5.285
F 1.359 -1.984 5.416
Br 3.402 -2.078 3.596
C 2.201 -4.234 5.262
F 1.493 -4.522 4.077
F 1.247 -4.370 6.290
Br 3.712 -5.468 5.437
H 7.097 -5.070 4.893
H 6.371 -5.377 6.601
H 8.098 -5.947 6.125
H 9.300 -1.859 5.655
H 8.227 -2.565 4.366
H 7.921 -0.879 4.967
H 6.039 -2.585 4.658
H 4.809 -0.797 5.729
H 5.274 -1.438 7.358
H 3.591 -3.266 7.266
H 2.855 -1.621 7.186
C -2.543 -4.278 6.497
O -2.486 -5.279 7.197
N -1.440 -3.601 6.091
N -3.727 -3.757 6.063
H -1.470 -2.780 5.517
H -0.542 -3.954 6.390
H -4.567 -4.231 6.343
H -3.799 -2.938 5.488
C 1.598 1.585 2.710
O 2.408 0.972 2.026
N 1.013 1.041 3.812
N 1.217 2.859 2.427
H 0.348 1.524 4.386
H 1.274 0.098 4.055
H 1.630 3.295 1.621
H 0.556 3.379 2.973
C 5.824 -5.243 1.662
O 6.714 -4.898 2.422
N 6.073 -5.692 0.400
N 4.508 -5.209 2.007
H 5.358 -5.980 -0.240
H 7.037 -5.731 0.106
H 4.279 -4.883 2.934
H 3.765 -5.489 1.396
C -1.284 -1.015 0.837
O -1.558 0.139 0.532
N -2.129 -2.055 0.589
N -0.125 -1.354 1.447
H -1.928 -3.007 0.831
H -3.001 -1.840 0.139
H 0.529 -0.611 1.648
H 0.114 -2.294 1.706
C 8.934 -7.722 -1.072
O 8.780 -6.517 -1.202
N 7.992 -8.626 -1.456
N 10.058 -8.261 -0.534
H 8.098 -9.618 -1.358
H 7.146 -8.264 -1.858
H 10.776 -7.622 -0.238
H 10.206 -9.246 -0.418
C -0.269 2.730 -2.346
O 0.496 3.495 -2.927
N -1.156 1.939 -3.005
N -0.297 2.606 -0.998
H -1.790 1.307 -2.549
H -1.167 2.001 -4.008
H 0.344 3.173 -0.473
H -0.917 1.985 -0.506
C -0.684 5.834 0.886
O 0.502 5.750 1.193
N -1.662 6.067 1.798
N -1.119 5.703 -0.393
H -2.635 6.142 1.568
H -1.379 6.171 2.756
H -0.422 5.528 -1.100
H -2.082 5.766 -0.664
C -3.847 8.828 0.986
O -3.757 7.842 1.704
N -2.759 9.504 0.539
N -5.044 9.328 0.577
H -2.808 10.314 -0.050
H -1.857 9.160 0.823
H -5.871 8.852 0.889
H -5.139 10.135 -0.012
C -3.528 -0.619 -4.409
O -3.937 0.242 -3.641
N -3.838 -0.626 -5.731
N -2.728 -1.641 -4.001
H -3.513 -1.320 -6.377
H -4.427 0.117 -6.070
H -2.476 -1.667 -3.028
H -2.381 -2.356 -4.612
C -5.906 1.516 -8.638
O -4.718 1.445 -8.330
N -6.886 1.734 -7.732
N -6.338 1.382 -9.922
H -7.859 1.798 -7.962
H -6.607 1.840 -6.772
H -5.639 1.218 -10.626
H -7.301 1.437 -10.195
C -9.849 3.699 -6.374
O -9.032 3.104 -7.066
N -10.417 3.143 -5.273
N -10.254 4.964 -6.651
H -11.087 3.613 -4.693
H -10.140 2.206 -5.037
H -9.854 5.408 -7.459
H -10.921 5.471 -6.099
C -3.900 5.714 -9.160
O -4.181 6.867 -9.459
N -4.731 4.669 -9.412
N -2.734 5.378 -8.549
H -4.519 3.714 -9.174
H -5.604 4.877 -9.863
H -2.092 6.124 -8.345
H -2.486 4.439 -8.295
```

Mulliken population analysis, charges in e, atoms 1 to 2: -0.251 0.373

Computed, not measured: 14 unconnected molecules or ions with the total composition H28O14 in a non-equilibrium geometry, with wB97M-V/def2-TZVPD.

total energy: -1069.98699 Ha
HOMO energy: -10.318 eV
energy relative to the best compared isomer or geometry (same formula, charge and spin): 561.8 kJ/mol
frontier orbital gap: 9.55 eV
F_max: 4.89 eV Å⁻¹

Geometry as XYZ:
```
42
H28O14 wB97M-V/def2-TZVPD
H -0.546 0.241 0.154
H 0.905 -0.085 0.465
H 2.881 -1.447 -1.786
H 3.258 -2.908 -1.972
H 4.234 1.526 -2.090
H 3.223 2.617 -2.401
H -4.590 -2.871 -0.458
H -3.547 -3.035 0.636
H -1.669 4.440 1.217
H -2.850 3.523 1.490
H 3.148 1.616 1.874
H 2.855 2.288 0.543
H -4.453 0.986 0.163
H -4.221 1.476 -1.257
H -2.042 1.015 -3.053
H -3.547 0.935 -2.857
H 2.547 0.043 2.836
H 3.470 -0.476 3.925
H -4.830 -1.096 2.407
H -3.371 -1.153 1.983
H -1.821 -4.471 -1.435
H -1.128 -3.173 -1.056
H -0.330 3.254 -0.492
H -0.986 2.037 0.140
H 2.906 -2.392 1.502
H 1.392 -2.324 1.614
H 4.132 0.062 -0.035
H 5.252 -0.376 -0.965
O 0.319 0.154 -0.262
O 3.018 -2.116 -2.466
O 3.521 2.037 -1.691
O -4.093 -2.371 0.199
O -2.563 4.439 1.577
O 3.409 1.611 0.946
O -4.786 0.893 -0.737
O -2.874 1.334 -3.420
O 2.710 -0.729 3.389
O -4.035 -1.636 2.489
O -1.078 -3.907 -1.678
O -0.308 2.290 -0.497
O 2.198 -1.927 1.962
O 4.291 -0.321 -0.905
```

Mulliken population analysis, charges in e, atoms 1 to 2: 0.254 0.275

The lowest HOMO energy belongs to which entry?
C5H9NO

The lowest total energy belongs to which entry?
C20H59Br2F3N25O13

Among the records above, which one has the lowest F_max?
C4H8O2S2

Which value of frontier orbital gap does entry 6 give?
9.55 eV